This record from the OMol25 dataset describes a 14-piece molecular cluster, C35H60Cl5N9O20 overall in a non-equilibrium geometry. The level of theory is ωB97M-V/def2-TZVPD.

Calculated values
- Orbital gap: 0.2178 hartree
- LUMO energy: -1.08 eV
- Total energy: -154204.843 eV
- HOMO: -7.00 eV

Element x y z (Å)
1 C -1.818651 0.695977 1.781888
2 C -1.362436 1.022789 0.336905
3 C -0.000865 0.385106 -0.083482
4 N 0.392078 0.824304 -1.575228
5 C -0.630225 0.278828 -2.650520
6 C 1.813491 0.254352 -1.843024
7 C 2.624864 1.392983 -2.438422
8 C 1.652955 2.539991 -2.798277
9 C 0.516021 2.384173 -1.736064
10 H -2.480044 -0.170321 1.768201
11 H -2.367633 1.510934 2.253644
12 H -0.947196 0.513458 2.410647
13 H -1.375984 2.108320 0.239200
14 H -2.105040 0.632817 -0.359200
15 H 0.053121 -0.703266 -0.058037
16 H 0.781989 0.763611 0.573768
17 H -1.624692 0.638882 -2.386884
18 H -0.497264 -0.803003 -2.658502
19 H -0.374836 0.642449 -3.645840
20 H 1.793179 -0.570535 -2.555235
21 H 2.211520 -0.056166 -0.876976
22 H 3.019334 1.038628 -3.390739
23 H 3.423627 1.619056 -1.732037
24 H 1.269708 2.386295 -3.807031
25 H 2.167994 3.500277 -2.824310
26 H -0.481824 2.770274 -1.944232
27 H 0.746368 2.866178 -0.785954
28 Cl -6.427396 -2.376718 -6.402146
29 O -7.093971 -3.088541 -5.362664
30 O -5.339263 -3.186432 -6.940939
31 O -7.335998 -2.028491 -7.427089
32 O -5.903646 -1.144092 -5.955070
33 C -8.721313 1.988067 5.617044
34 Cl -9.227309 3.657933 5.750241
35 Cl -8.637709 1.448416 3.881026
36 Cl -7.173387 1.817117 6.400168
37 Cl -9.932995 1.035238 6.413401
38 C 5.078748 9.031385 -4.825911
39 N 6.470785 8.513108 -4.877279
40 O 7.257149 8.984137 -4.058328
41 O 6.692139 7.587240 -5.664440
42 H 4.778850 8.904792 -3.785654
43 H 4.489296 8.459794 -5.542805
44 H 5.175898 10.079085 -5.110508
45 C -2.096331 3.803438 -8.449192
46 N -1.760505 5.206621 -8.064648
47 O -0.577582 5.567857 -7.909280
48 O -2.749805 5.912182 -7.861741
49 H -2.833369 3.471131 -7.718128
50 H -1.154747 3.269812 -8.578689
51 H -2.552822 3.988878 -9.421463
52 C 2.254231 -7.789027 -0.370118
53 N 1.156125 -6.746381 -0.092302
54 O 1.110622 -5.883818 -0.959994
55 O 0.438068 -6.792844 0.904525
56 H 2.746817 -7.325252 -1.224731
57 H 1.885110 -8.760261 -0.699570
58 H 2.856091 -7.850238 0.536591
59 C 1.712346 0.469923 9.795469
60 N 1.604920 0.346109 8.349255
61 O 1.071588 -0.625379 7.857237
62 O 2.155483 1.164216 7.634074
63 H 0.682994 0.661979 10.098182
64 H 2.370858 1.269897 10.133848
65 H 2.194053 -0.426131 10.186797
66 C -3.939610 -4.409481 -1.127648
67 N -5.136577 -4.922048 -0.395560
68 O -5.371933 -4.386946 0.676864
69 O -5.709526 -5.884228 -0.840693
70 H -3.465151 -5.301219 -1.537278
71 H -3.307410 -3.869567 -0.422730
72 H -4.313633 -3.829838 -1.971591
73 C -0.771925 4.926725 5.208973
74 N -1.546900 5.028469 6.480100
75 O -2.708545 5.359008 6.363362
76 O -0.955075 4.857867 7.544284
77 H -0.567832 3.857494 5.152580
78 H 0.117073 5.548211 5.316419
79 H -1.341668 5.277423 4.348439
80 C 3.527275 -4.828639 4.635803
81 N 3.876482 -4.309923 3.289482
82 O 3.430658 -3.251149 2.860505
83 O 4.715839 -5.022979 2.654937
84 H 3.652478 -4.123673 5.457658
85 H 4.128120 -5.710676 4.857362
86 H 2.479615 -5.121603 4.567466
87 C -6.575388 6.735681 -2.410616
88 N -6.251126 5.352908 -2.078715
89 O -6.668805 4.930791 -1.031634
90 O -5.578727 4.697708 -2.870917
91 H -6.118064 7.393902 -1.671907
92 H -7.659490 6.848999 -2.412431
93 H -6.177440 6.974880 -3.396786
94 C 5.887895 4.311590 0.769401
95 C 7.095056 4.086373 0.146818
96 C 7.891047 2.988463 0.462376
97 C 7.388497 2.105308 1.449127
98 C 6.201555 2.267260 2.074564
99 C 5.459996 3.419779 1.752550
100 H 5.339983 5.197222 0.483306
101 H 7.395377 4.800274 -0.605878
102 H 8.755019 2.858713 -0.172539
103 H 7.853348 1.182501 1.763357
104 H 5.854537 1.473596 2.719609
105 H 4.626059 3.547077 2.426900
106 C -4.212708 -7.006274 6.538549
107 C -4.195588 -8.036157 7.497320
108 C -3.355703 -8.024287 8.609474
109 C -2.465469 -7.018744 8.710387
110 C -2.581155 -5.964825 7.882858
111 C -3.439151 -5.847555 6.836663
112 H -4.946504 -6.909409 5.752070
113 H -4.930632 -8.823551 7.419074
114 H -3.231612 -8.879111 9.257759
115 H -1.744014 -7.056415 9.513170
116 H -1.907122 -5.144734 8.081623
117 H -3.320763 -4.995490 6.183683
118 C 2.173658 -3.723918 -6.514594
119 C 1.824151 -2.801061 -7.507489
120 C 2.766600 -2.310209 -8.373704
121 C 4.036360 -2.749916 -8.245373
122 C 4.410761 -3.628838 -7.280193
123 C 3.540917 -4.104554 -6.323393
124 H 1.475144 -4.114623 -5.789462
125 H 0.778710 -2.530836 -7.528349
126 H 2.590832 -1.442079 -8.991646
127 H 4.770664 -2.379246 -8.945239
128 H 5.452274 -3.909545 -7.226732
129 H 3.935688 -4.736016 -5.541203

Forces on the atoms, in the same order (eV/Å):
C 0.381 -0.241 -0.395
C -0.037 -0.699 -0.152
C -0.768 1.561 -0.912
N -0.212 -0.142 0.332
C 1.160 0.415 1.157
C -0.733 0.651 0.009
C -0.064 -0.115 -0.680
C -0.492 -0.494 0.940
C 0.255 -0.687 -0.340
H 0.232 -0.073 0.235
H -0.003 0.071 -0.307
H -0.068 -0.217 0.138
H 0.461 -0.017 -0.279
H -0.201 0.170 0.091
H -0.365 0.044 -0.131
H 0.230 0.096 -0.289
H 0.148 -0.337 0.001
H -0.439 0.089 0.188
H 0.264 0.228 0.243
H -0.505 -0.142 0.392
H -0.086 -0.185 -0.234
H 0.591 0.083 0.270
H 0.004 0.532 -0.338
H -0.146 -0.067 0.076
H -0.303 0.052 0.376
H 0.119 -0.157 -0.619
H 0.504 -0.518 0.174
Cl 0.916 -0.788 -1.296
O -0.237 -0.450 0.893
O -0.344 0.011 0.316
O -1.522 -0.431 -1.584
O 1.376 1.727 1.772
C -0.213 -0.071 -0.821
Cl 0.012 0.566 -0.394
Cl 0.134 0.453 0.839
Cl 0.454 -0.239 0.004
Cl -0.380 -0.707 0.370
C 0.377 0.097 -0.271
N 0.571 -1.226 0.251
O -0.570 -0.528 -1.162
O 0.137 1.331 0.970
H -0.205 0.196 -0.240
H 0.031 0.171 0.256
H -0.350 -0.041 0.194
C 0.526 0.993 -0.715
N 0.361 1.301 1.358
O -2.071 -0.773 -0.482
O 1.437 -0.432 -0.310
H 0.325 -0.308 -0.225
H -0.379 -0.217 0.353
H -0.231 -0.591 0.036
C -0.259 0.817 0.004
N -0.273 -0.277 -0.176
O -0.427 -0.168 0.750
O 1.133 -0.184 -1.198
H 0.370 -0.233 0.405
H -0.509 0.207 0.454
H -0.017 -0.099 -0.231
C -0.016 0.228 1.071
N 1.542 -0.176 -2.439
O -0.744 -0.476 0.989
O 0.047 0.819 0.631
H 0.212 -0.399 0.561
H -0.287 0.316 -0.739
H -0.762 -0.299 -0.103
C -0.225 -0.530 -0.516
N 0.726 -0.005 0.980
O -0.296 0.030 -0.278
O -0.229 0.100 -0.230
H 0.144 0.184 0.096
H -0.253 -0.016 -0.262
H 0.098 0.218 0.172
C 0.285 -0.328 0.145
N -0.003 1.142 0.549
O 0.000 -0.318 0.294
O -0.501 -0.140 -1.233
H 0.443 0.186 -0.316
H 0.064 -0.408 0.147
H -0.280 -0.148 0.443
C -0.632 -0.569 0.409
N 2.693 -0.449 -1.825
O 0.147 -1.398 0.902
O -2.237 1.687 1.366
H -0.006 0.444 -0.581
H -0.011 0.201 -0.416
H -0.009 0.091 0.110
C -0.068 1.090 -0.746
N 0.744 -1.125 -0.693
O -0.220 -0.124 0.607
O -0.357 0.640 0.427
H -0.159 -0.205 0.089
H 0.143 -0.076 0.181
H -0.040 -0.200 0.147
C -0.427 -0.358 0.976
C 0.496 -0.263 -0.298
C -1.292 0.118 0.300
C 1.809 -0.887 -1.050
C -0.941 1.553 -0.737
C -0.086 -0.583 0.840
H -0.266 0.013 0.261
H 0.246 -0.076 -0.156
H 0.350 -0.440 0.536
H 0.863 -0.002 -0.510
H -0.186 0.343 0.346
H -0.606 0.568 -0.530
C 0.097 1.499 1.658
C -0.944 0.172 -0.563
C -0.272 -1.537 -1.148
C 0.435 -0.446 1.686
C 1.657 2.677 0.019
C -0.334 -2.029 -1.152
H 0.032 -0.610 -0.184
H 0.072 -0.246 -0.227
H -0.542 -0.119 0.109
H 0.195 0.282 -0.011
H 0.134 0.306 -0.112
H -0.526 0.056 -0.081
C 1.782 -0.297 0.766
C -0.981 -1.109 1.264
C -0.798 1.194 0.238
C 1.296 0.350 -1.275
C 1.255 -0.815 1.014
C -1.608 0.728 -1.221
H -0.444 0.128 -0.200
H -0.047 0.286 -0.284
H -0.423 -0.284 -0.457
H 0.235 0.037 0.027
H 0.165 -0.085 0.014
H -0.453 -0.122 0.137